{
  "formula": "C31H64ClF3O5S",
  "method": "ωB97M-V/def2-TZVPD",
  "gap_ha": 0.355,
  "molar_mass_g_mol": 641.4,
  "e_homo_ha": -0.39483,
  "largest_force_ha_per_bohr": 0.18097,
  "multiplicity": 1,
  "smiles": "CCC[C@H](C)[C@H](CCCCS(=O)(=O)Cl)OC(=O)COC(F)(F)F.CCCCCC.CCCCCC.CCCCCC",
  "elements": ["C", "C", "C", "C", "C", "C", "C", "C", "C", "C", "S", "O", "O", "Cl", "O", "C", "O", "C", "O", "C", "F", "F", "F", "H", "H", "H", "H", "H", "H", "H", "H", "H", "H", "H", "H", "H", "H", "H", "H", "H", "H", "H", "H", "H", "H", "C", "C", "C", "C", "C", "C", "H", "H", "H", "H", "H", "H", "H", "H", "H", "H", "H", "H", "H", "H", "C", "C", "C", "C", "C", "C", "H", "H", "H", "H", "H", "H", "H", "H", "H", "H", "H", "H", "H", "H", "C", "C", "C", "C", "C", "C", "H", "H", "H", "H", "H", "H", "H", "H", "H", "H", "H", "H", "H", "H"],
  "positions_angstrom": [[-6.28, 5.09, 5.82], [-5.13, 4.02, 5.29], [-5.09, 3.94, 3.63], [-3.98, 5.01, 2.98], [-4.82, 6.36, 2.60], [-3.27, 4.25, 1.71], [-2.38, 5.21, 0.73], [-1.62, 6.45, 1.48], [-0.20, 6.91, 0.71], [1.06, 6.52, 1.69], [2.54, 7.67, 1.57], [3.25, 7.59, 2.97], [2.16, 9.14, 1.26], [3.90, 6.99, 0.12], [-4.24, 3.52, 0.83], [-3.83, 2.12, 0.64], [-4.25, 1.13, 1.48], [-2.85, 1.59, -0.60], [-1.77, 0.80, 0.03], [-1.19, -0.18, -0.91], [-1.01, 0.40, -2.26], [0.17, -0.53, -0.37], [-1.93, -1.46, -1.01], [-6.69, 4.74, 6.88], [-5.76, 6.16, 5.89], [-7.23, 5.12, 5.11], [-4.10, 4.30, 5.77], [-5.46, 2.95, 5.69], [-4.84, 2.82, 3.37], [-6.18, 4.14, 3.22], [-3.23, 5.24, 3.88], [-5.92, 6.34, 3.06], [-4.28, 7.26, 3.17], [-4.82, 6.65, 1.47], [-2.57, 3.39, 2.14], [-1.52, 4.52, 0.26], [-2.96, 5.65, -0.19], [-2.34, 7.40, 1.36], [-1.45, 6.32, 2.63], [-0.26, 8.07, 0.45], [-0.17, 6.36, -0.32], [1.40, 5.43, 1.41], [0.71, 6.56, 2.83], [-3.50, 0.83, -1.24], [-2.46, 2.48, -1.27], [-4.38, -2.75, 0.23], [-4.29, -4.12, -0.44], [-5.16, -4.24, -1.69], [-6.67, -4.09, -1.45], [-7.27, -5.08, -0.45], [-7.15, -6.53, -0.88], [-5.40, -2.54, 0.58], [-3.71, -2.71, 1.09], [-4.09, -1.96, -0.47], [-4.54, -4.90, 0.29], [-3.24, -4.29, -0.73], [-4.96, -5.21, -2.16], [-4.85, -3.48, -2.42], [-7.18, -4.21, -2.41], [-6.89, -3.07, -1.11], [-8.33, -4.84, -0.32], [-6.81, -4.95, 0.54], [-7.64, -6.69, -1.85], [-7.62, -7.19, -0.15], [-6.10, -6.84, -0.97], [5.27, -1.15, -5.59], [4.15, -0.45, -4.84], [4.41, -0.33, -3.34], [4.53, -1.67, -2.59], [3.32, -2.60, -2.71], [2.04, -2.00, -2.12], [5.40, -2.18, -5.25], [5.05, -1.17, -6.66], [6.22, -0.61, -5.45], [3.20, -0.97, -5.03], [4.03, 0.56, -5.25], [3.61, 0.27, -2.89], [5.33, 0.24, -3.18], [4.70, -1.45, -1.53], [5.42, -2.20, -2.94], [3.54, -3.53, -2.18], [3.15, -2.87, -3.76], [2.18, -1.76, -1.06], [1.22, -2.72, -2.21], [1.74, -1.09, -2.65], [7.63, -6.07, 1.79], [8.47, -4.93, 1.23], [7.67, -3.67, 0.93], [6.59, -3.83, -0.15], [7.08, -4.31, -1.51], [8.07, -3.36, -2.17], [6.87, -6.39, 1.07], [8.26, -6.93, 2.01], [7.12, -5.76, 2.71], [9.01, -5.27, 0.34], [9.25, -4.68, 1.97], [8.36, -2.87, 0.64], [7.19, -3.32, 1.85], [6.09, -2.86, -0.28], [5.81, -4.51, 0.21], [6.22, -4.44, -2.17], [7.54, -5.31, -1.42], [7.61, -2.37, -2.31], [8.36, -3.74, -3.15], [8.97, -3.24, -1.57]]
}

{
  "formula": "C7H9NS",
  "method": "ωB97M-V/def2-TZVPD",
  "gap_ha": [0.283, 0.279],
  "molar_mass_g_mol": 139.2,
  "e_homo_ha": [-0.27713, -0.27370],
  "largest_force_ha_per_bohr": 0.09475,
  "relative_energy_kj_mol": 439.9,
  "multiplicity": 1,
  "elements": ["C", "C", "C", "C", "C", "C", "C", "N", "S", "H", "H", "H", "H", "H", "H", "H", "H", "H"],
  "positions_angstrom": [[1.23, 0.69, -0.24], [2.38, 0.55, -0.91], [2.46, -0.89, 0.83], [1.29, -0.23, 0.79], [-2.05, 1.32, 1.24], [-2.29, 0.69, 0.13], [-3.14, -1.33, -1.45], [3.19, -0.29, -0.23], [-3.23, 0.29, -1.17], [0.26, 1.34, -0.36], [2.86, 1.01, -1.86], [3.01, -1.38, 1.63], [-2.81, 1.56, 1.99], [-1.09, 1.69, 1.60], [-3.79, -1.76, -2.22], [-2.89, -2.16, -0.72], [0.56, -0.49, 1.55], [4.06, -0.63, -0.58]]
}

{
  "formula": "C7H18ClOPSi",
  "method": "ωB97M-V/def2-TZVPD",
  "gap_ha": 0.346,
  "molar_mass_g_mol": 212.7,
  "e_homo_ha": -0.32330,
  "largest_force_ha_per_bohr": 0.08339,
  "relative_energy_kj_mol": 37.6,
  "multiplicity": 1,
  "smiles": "CC[Si](CC)(CC)[P@](C)(=O)Cl",
  "elements": ["C", "C", "C", "C", "C", "C", "C", "O", "Si", "P", "Cl", "H", "H", "H", "H", "H", "H", "H", "H", "H", "H", "H", "H", "H", "H", "H", "H", "H", "H"],
  "positions_angstrom": [[1.53, 1.68, -1.42], [-0.48, 1.45, 2.39], [-0.28, -2.79, -0.26], [-1.66, -0.18, -2.16], [2.02, 0.93, -0.13], [0.28, 0.14, 2.39], [0.96, -1.91, -0.05], [-2.06, 2.06, -0.43], [0.66, -0.10, 0.62], [-1.72, 0.63, -0.39], [-3.25, -0.45, 0.30], [1.54, 1.25, -2.43], [0.47, 2.13, -1.38], [1.99, 2.68, -1.46], [0.32, 2.21, 2.20], [-1.42, 1.51, 1.71], [-1.06, 1.68, 3.38], [-1.01, -2.75, 0.68], [-0.87, -2.45, -1.16], [0.22, -3.79, -0.52], [-2.68, -0.44, -2.53], [-1.20, 0.37, -2.90], [-1.08, -1.08, -2.03], [2.28, 1.61, 0.61], [2.79, 0.26, -0.52], [-0.40, -0.58, 2.69], [1.13, 0.14, 3.15], [1.53, -1.63, -0.92], [1.45, -2.59, 0.59]]
}

{
  "formula": "C8H11N4",
  "method": "ωB97M-V/def2-TZVPD",
  "total_charge": 1,
  "gap_ha": 0.362,
  "molar_mass_g_mol": 163.2,
  "e_homo_ha": -0.48190,
  "largest_force_ha_per_bohr": 0.08900,
  "relative_energy_kj_mol": 232.0,
  "multiplicity": 1,
  "smiles": "c1[nH]nc2c1[C@H]1[NH2+]CN=C1CC2",
  "elements": ["C", "C", "C", "C", "C", "C", "C", "C", "N", "N", "N", "N", "H", "H", "H", "H", "H", "H", "H", "H", "H", "H", "H"],
  "positions_angstrom": [[-2.24, -1.34, 0.31], [-1.13, -0.58, 0.14], [-1.69, 0.73, -0.34], [1.05, 0.86, 0.23], [-1.03, 2.08, -0.44], [0.24, 2.09, 0.49], [2.56, -0.66, -0.44], [0.26, -0.71, 0.57], [-3.00, 0.58, -0.39], [2.19, 0.65, -0.30], [-3.33, -0.62, 0.00], [1.18, -1.45, -0.29], [-2.48, -2.45, 0.50], [-0.74, 2.27, -1.41], [-1.67, 2.73, -0.02], [-0.25, 1.89, 1.53], [0.82, 3.09, 0.20], [2.97, -0.92, -1.56], [3.26, -1.06, 0.31], [0.37, -1.07, 1.61], [-4.26, -1.00, -0.30], [0.64, -1.74, -1.09], [1.58, -2.30, 0.17]]
}

{
  "formula": "C3H11NO",
  "method": "ωB97M-V/def2-TZVPD",
  "gap_ha": 0.377,
  "molar_mass_g_mol": 77.1,
  "e_homo_ha": -0.35231,
  "largest_force_ha_per_bohr": 0.01757,
  "relative_energy_kj_mol": 67.4,
  "multiplicity": 1,
  "smiles": "NCO.CC",
  "elements": ["C", "C", "H", "H", "H", "H", "H", "H", "N", "C", "O", "H", "H", "H", "H", "H"],
  "positions_angstrom": [[-3.58, 0.58, 2.22], [-3.95, 1.45, 1.01], [-2.64, 0.88, 2.67], [-3.50, -0.46, 1.92], [-4.34, 0.65, 2.99], [-3.34, 1.15, 0.15], [-4.99, 1.32, 0.75], [-3.70, 2.50, 1.21], [2.62, 0.39, -0.60], [2.96, -0.98, -0.83], [2.32, -1.57, -1.96], [2.38, 0.83, -1.49], [1.88, 0.58, 0.05], [4.03, -1.03, -1.08], [2.74, -1.56, 0.06], [1.47, -1.93, -1.68]]
}

{
  "formula": "C53H51BrCsN7O5S",
  "method": "ωB97M-V/def2-TZVPD",
  "total_charge": -2,
  "gap_ha": 0.229,
  "molar_mass_g_mol": 1110.9,
  "e_homo_ha": -0.09246,
  "largest_force_ha_per_bohr": 0.03534,
  "relative_energy_kj_mol": 48.0,
  "multiplicity": 1,
  "elements": ["Cs", "O", "C", "C", "C", "C", "C", "C", "C", "O", "N", "N", "C", "C", "Br", "C", "C", "C", "C", "C", "C", "C", "H", "H", "H", "H", "H", "H", "H", "H", "H", "H", "H", "H", "H", "H", "C", "C", "C", "C", "C", "C", "C", "C", "C", "C", "N", "C", "C", "C", "C", "C", "N", "H", "H", "H", "H", "H", "H", "H", "H", "H", "H", "H", "H", "H", "H", "H", "H", "H", "O", "C", "C", "O", "O", "C", "C", "C", "C", "C", "C", "C", "C", "C", "C", "C", "C", "H", "H", "H", "H", "H", "H", "H", "H", "H", "H", "H", "N", "C", "C", "C", "N", "C", "C", "H", "H", "H", "H", "H", "H", "S", "C", "C", "N", "C", "H", "H", "H"],
  "positions_angstrom": [[0.02, -0.37, 1.01], [-1.74, -0.58, 3.94], [-2.39, 0.22, 4.72], [-2.77, -0.15, 6.04], [-3.49, 0.71, 6.86], [-3.89, 1.97, 6.42], [-3.52, 2.36, 5.13], [-2.79, 1.53, 4.30], [-2.34, 2.02, 2.94], [-2.08, 0.99, 2.06], [-1.10, 2.80, 3.15], [-0.24, 2.96, 2.16], [0.69, 3.83, 2.29], [1.75, 3.99, 1.31], [1.81, 2.70, -0.05], [2.63, 5.01, 1.45], [3.81, 5.44, 0.69], [4.59, 6.45, 1.29], [5.73, 6.94, 0.68], [6.14, 6.44, -0.55], [5.38, 5.45, -1.15], [4.23, 4.96, -0.55], [-1.89, 0.19, 2.69], [-2.48, -1.13, 6.39], [-3.76, 0.38, 7.86], [-4.46, 2.63, 7.06], [-3.83, 3.33, 4.76], [-3.11, 2.67, 2.50], [-1.07, 3.43, 3.94], [0.76, 4.48, 3.17], [2.44, 5.63, 2.32], [4.28, 6.84, 2.25], [6.31, 7.71, 1.18], [7.04, 6.81, -1.02], [5.67, 5.05, -2.12], [3.66, 4.20, -1.07], [-1.12, 4.74, -0.91], [-2.09, 3.59, -0.62], [-2.81, 3.13, -1.86], [-4.04, 3.68, -2.20], [-4.73, 3.26, -3.33], [-4.20, 2.25, -4.11], [-2.97, 1.67, -3.80], [-2.45, 0.52, -4.64], [-1.59, 0.95, -5.82], [-2.26, 2.13, -2.68], [-1.04, 1.48, -2.31], [0.03, 1.83, -2.95], [1.34, 1.29, -2.80], [2.46, 1.82, -3.49], [3.55, 1.06, -3.07], [3.03, 0.13, -2.15], [1.70, 0.25, -1.97], [-0.63, 5.08, 0.00], [-1.65, 5.59, -1.36], [-0.34, 4.43, -1.61], [-2.83, 3.92, 0.11], [-1.55, 2.75, -0.18], [-4.46, 4.45, -1.56], [-5.70, 3.69, -3.57], [-4.75, 1.88, -4.98], [-3.31, -0.04, -5.01], [-1.87, -0.15, -4.00], [-2.13, 1.66, -6.46], [-1.30, 0.09, -6.43], [-0.67, 1.44, -5.49], [-0.03, 2.63, -3.70], [2.44, 2.64, -4.19], [4.58, 1.16, -3.38], [3.57, -0.64, -1.62], [1.75, -3.59, -1.11], [1.57, -4.42, 0.01], [1.52, -3.51, 1.31], [1.40, -4.09, 2.40], [1.60, -2.28, 1.08], [0.28, -5.23, -0.16], [-0.44, -5.75, 0.91], [-1.60, -6.48, 0.70], [-2.07, -6.70, -0.59], [-1.37, -6.16, -1.66], [-0.21, -5.43, -1.45], [2.78, -5.36, 0.16], [3.94, -5.09, -0.55], [5.07, -5.89, -0.41], [5.04, -6.98, 0.45], [3.88, -7.26, 1.16], [2.76, -6.45, 1.02], [1.77, -2.68, -0.74], [-0.09, -5.55, 1.92], [-2.15, -6.87, 1.55], [-2.99, -7.26, -0.76], [-1.74, -6.30, -2.68], [0.32, -4.99, -2.29], [3.96, -4.24, -1.22], [5.97, -5.66, -0.97], [5.92, -7.61, 0.56], [3.85, -8.10, 1.84], [1.87, -6.66, 1.60], [-6.44, -2.82, -1.19], [-5.09, -2.50, -1.04], [-4.60, -1.26, -1.46], [-3.25, -0.98, -1.26], [-2.39, -1.82, -0.70], [-2.87, -2.99, -0.28], [-4.20, -3.37, -0.43], [-6.90, -2.34, -1.95], [-6.62, -3.81, -1.23], [-5.23, -0.52, -1.93], [-2.84, -0.02, -1.57], [-2.17, -3.67, 0.18], [-4.51, -4.35, -0.07], [4.73, -1.35, 1.14], [4.22, -1.72, 2.73], [3.70, -0.60, 3.30], [3.69, 0.53, 2.53], [4.21, 0.27, 1.36], [4.24, -2.72, 3.13], [3.24, -0.57, 4.29], [4.27, 0.99, 0.56]]
}